one.
# C4H15N3O

2 unconnected molecules or ions with the total composition C4H15N3O (wB97M-V/def2-TZVPD, OMol25).

Geometry (Å):
N  -0.66454  -0.11016  2.28715
C  -1.47872  -1.23501  1.53454
C  -0.70749  -1.57995  0.27828
N  -0.88229  -0.39500  -0.66128
C  0.10344  -0.26865  -1.82229
C  0.14026  1.08624  -2.42047
N  1.14343  2.00448  -1.71918
H  -1.21420  0.71184  2.32151
H  -0.32306  -0.34900  3.19087
H  -2.56046  -1.07320  1.56543
H  -1.44176  -2.10369  2.23284
H  0.31904  -1.63276  0.57707
H  -1.14094  -2.59939  -0.04347
H  -0.68342  0.39841  -0.07801
H  -0.35812  -1.01168  -2.48200
H  1.07988  -0.53216  -1.49587
H  -0.86584  1.77923  -2.46938
H  0.56142  0.93289  -3.41711
H  2.04622  1.74490  -2.18544
H  1.20916  1.65484  -0.73891
O  2.20451  0.87786  1.56420
H  2.17196  1.26689  2.46473
H  1.34153  0.43308  1.51674

Frontier orbital gap: 9.8229 eV
E_LUMO: 0.78 eV
Molar mass: 121.2 g/mol
Structure (SMILES): NCCNCCN.O

***

two.
# C4H15N3O

A molecular structure, C4H15N3O (wB97M-V/def2-TZVPD, OMol25).

Geometry (Å):
C  1.62759  1.11537  -0.99466
N  2.06728  1.65598  -2.27390
C  1.62851  -0.41959  -0.99911
N  1.31493  -0.97155  0.32067
H  0.59522  1.38299  -0.72039
H  2.30357  1.53850  -0.21366
H  1.38786  1.51798  -3.00645
H  2.13939  2.66169  -2.21777
H  2.60783  -0.75745  -1.40557
H  0.88205  -0.77773  -1.76146
H  0.90966  -1.91212  0.28552
H  2.16994  -1.07873  0.87032
H  0.13498  -0.11875  0.96065
C  -2.23958  -1.00401  -0.24487
N  -1.89653  -1.21568  1.14110
C  -1.73779  0.08446  1.81478
O  -0.61245  0.79306  1.39013
H  -3.21480  -0.53803  -0.39389
H  -2.29274  -1.96985  -0.78847
H  -1.47336  -0.34697  -0.72409
H  -2.60765  -1.84037  1.53852
H  -1.67180  -0.06482  2.89839
H  -2.70638  0.63762  1.65836

Frontier orbital gap: 9.4873 eV
E_LUMO: 0.93 eV
Molar mass: 121.2 g/mol

***

Going by the energies, two is most stable and the next is 4.9 kcal/mol up.

***

one.
# C6H9NO5

C6H9NO5 in the gas phase (wB97M-V/def2-TZVPD, OMol25).

Geometry (Å):
O  -3.04551  -0.04041  0.67659
C  -1.94526  -0.17974  0.26683
N  -1.26489  -1.30006  -0.01232
C  -0.01080  -1.13639  -0.87119
O  1.33620  -1.61898  -0.70435
C  2.05447  -1.19190  0.66591
C  1.42126  0.39385  0.81210
O  0.52583  0.45407  1.77417
C  1.13962  0.98276  -0.50481
O  0.82876  2.29511  -0.42434
C  -0.12256  0.32500  -1.20275
O  -1.35710  0.78744  -0.59979
H  -1.49111  -2.05370  0.75202
H  -0.04257  -1.81888  -1.83822
H  3.14452  -1.19558  0.24575
H  1.63168  -1.86047  1.35687
H  2.44787  0.90336  1.12098
H  0.08148  1.33288  1.61554
H  2.05227  0.44951  -1.16281
H  -0.18062  2.41113  -0.54922
H  -0.31506  0.75283  -2.22939

Frontier orbital gap: 10.2106 eV
E_LUMO: 0.53 eV
Molar mass: 175.1 g/mol
Structure (SMILES): O=C1N[C@@H]2OC[C@H](O)[C@H](O)[C@@H]2O1

***

two.
# C6H9NO5

3 unconnected molecules or ions with the total composition C6H9NO5 (wB97M-V/def2-TZVPD, OMol25).

Geometry (Å):
C  1.51546  -1.13923  1.86546
C  0.33234  -0.92518  0.98923
C  -1.26162  -0.28488  -0.69223
C  -0.97004  1.03985  -1.45753
C  0.45528  1.29485  -0.94172
C  0.20739  -0.81544  -0.45137
H  -0.26159  -1.73598  3.01915
H  1.86816  -2.07537  1.45454
H  2.26830  -0.43261  1.75677
H  -1.64839  -1.01722  -1.53632
H  -1.51400  1.88031  -0.98517
H  -2.17838  1.61954  -2.95752
H  1.04240  2.05181  -1.75819
H  1.11177  1.86809  1.04827
H  0.11566  -1.74867  -1.17561
N  -0.78413  -0.75575  1.47622
O  1.16257  -1.29659  3.21320
O  -1.84747  -0.43166  0.68903
O  -0.97979  0.95905  -2.87292
O  0.19721  1.81571  0.34749
O  1.16887  0.12938  -1.03078

Frontier orbital gap: 9.1441 eV
E_LUMO: -0.54 eV
Molar mass: 175.1 g/mol

***

Going by the energies, one is most stable and the next is 133.8 kcal/mol up.

***

one.
# H3N3O3

A molecular structure, H3N3O3 (wB97M-V/def2-TZVPD, OMol25).

Geometry (Å):
N  -1.22309  0.15183  -0.53917
N  -1.58214  -0.31026  0.66587
N  -0.06604  0.13724  -0.92046
O  0.38908  0.46129  -1.98767
O  2.20354  0.44521  0.47423
O  1.02107  -0.27501  0.38378
H  -0.89854  -0.34499  1.35047
H  -2.53888  -0.53515  0.89144
H  2.69501  0.26984  -0.31850

Frontier orbital gap: 8.9584 eV
E_LUMO: -0.26 eV
Molar mass: 93.0 g/mol

***

two.
# H3N3O3

H3N3O3 in the gas phase (wB97M-V/def2-TZVPD, OMol25).

Geometry (Å):
N  -1.08389  0.78214  0.21161
N  0.18641  1.07785  0.62723
N  1.16602  0.55323  0.15916
O  2.33498  0.58620  0.38816
O  0.84951  -0.79696  -0.69443
O  1.92177  -1.41469  -1.16407
H  -1.41396  -0.15712  -0.03250
H  -1.83119  1.31906  0.76911
H  2.49284  -1.80672  -0.44759

Frontier orbital gap: 9.8647 eV
E_LUMO: 0.61 eV
Molar mass: 93.0 g/mol
Structure (SMILES): N/N=[N+](/[O-])OO

***

Going by the energies, two is most stable and the next is 2.8 kcal/mol up.

***

one.
# C5H11NO4

2 unconnected molecules or ions with the total composition C5H11NO4 (wB97M-V/def2-TZVPD, OMol25).

Geometry (Å):
C  0.75530  -0.48987  -1.86989
N  0.99241  -0.06362  -0.49651
C  0.11752  -0.63770  0.51115
C  -1.28643  -0.00454  0.63054
C  -1.22788  1.49878  0.89180
O  -1.99081  -0.29525  -0.55837
O  -1.95692  -0.57310  1.73339
H  -0.28072  -0.33914  -2.17781
H  1.00703  -1.54945  -1.94330
H  1.41587  0.07065  -2.52987
H  1.24548  0.99533  -0.33538
H  0.00683  -1.70531  0.29835
H  0.59404  -0.51986  1.48898
H  -0.88111  2.02397  0.00505
H  -2.22619  1.85234  1.14329
H  -0.57077  1.70883  1.73077
H  -2.87905  0.07518  -0.48423
H  -1.99792  -1.52999  1.61465
O  2.99469  0.97769  0.32851
C  2.91600  -0.19695  0.08742
O  3.25264  -1.29801  -0.06853

Frontier orbital gap: 9.9270 eV
E_LUMO: 0.54 eV
Molar mass: 149.1 g/mol
Structure (SMILES): CNCC(C)(O)O.O=C=O

***

two.
# C5H11NO4

C5H11NO4 in the gas phase (wB97M-V/def2-TZVPD, OMol25).

Geometry (Å):
C  1.36634  0.88534  -0.24141
C  -1.23439  0.63773  -0.41810
C  -1.05293  -0.84705  -0.74725
C  0.43145  -0.75024  1.38093
C  -0.33186  -1.64438  0.38325
N  0.27450  1.40867  -0.77406
O  2.16804  1.64429  0.50666
O  2.00558  -0.13766  -0.83825
O  -1.44892  0.91339  0.84056
O  -2.10262  1.24356  -1.30819
H  3.00864  1.18705  0.64668
H  1.45329  -0.48822  -1.54991
H  -0.32548  0.31611  1.33877
H  -2.59800  1.89797  -0.79644
H  0.12718  2.35556  -0.44257
H  -2.05682  -1.24182  -0.90524
H  -0.53503  -0.92836  -1.70793
H  0.10805  -0.94033  2.40949
H  1.50309  -0.92717  1.36846
H  0.33635  -2.37971  -0.06834
H  -1.09645  -2.20474  0.92290

Frontier orbital gap: 8.4847 eV
E_LUMO: 0.31 eV
Molar mass: 149.1 g/mol

***

three.
# C5H11NO4

C5H11NO4 in the gas phase (wB97M-V/def2-TZVPD, OMol25).

Geometry (Å):
N  0.37588  2.06073  0.61988
C  0.91870  0.65580  0.73612
C  -0.33333  -0.08964  1.30835
O  -1.18582  0.64292  2.12225
C  -1.03410  -0.68756  0.09566
O  -1.88277  -1.68657  0.49544
C  0.15234  -1.06559  -0.71766
O  -0.03655  -1.42998  -2.10254
C  1.16346  0.06976  -0.62724
O  0.73066  1.02047  -1.64201
H  0.52980  2.34303  -0.30737
H  0.64542  2.76880  1.29185
H  1.82070  0.74460  1.41126
H  -0.03620  -0.93191  1.91939
H  -1.12688  1.45032  1.66540
H  -1.58809  0.12592  -0.39578
H  -2.34003  -1.97765  -0.26457
H  0.56235  -1.91738  -0.15627
H  -0.11486  -2.42386  -2.18130
H  2.20988  -0.25776  -0.76023
H  0.56947  0.58555  -2.51064

Frontier orbital gap: 9.7387 eV
E_LUMO: 0.43 eV
Molar mass: 149.1 g/mol
Structure (SMILES): N[C@H]1[C@@H](O)[C@H](O)[C@@H](O)[C@H]1O

***

Going by the energies, one is most stable and the next is 30.3 kcal/mol up.

***

one.
# C7H12N5O3

4 unconnected molecules or ions with the total composition C7H12N5O3 (wB97M-V/def2-TZVPD, OMol25).

Geometry (Å):
C  -2.05907  -0.19712  1.63714
C  -0.44224  0.01072  0.08230
C  -4.56447  0.85858  -0.09188
C  -0.03904  -2.72267  0.48968
C  -0.88494  0.40408  1.35304
C  -1.86714  -1.32253  -1.64962
C  1.02122  0.20346  -1.81692
N  -2.40160  -1.01690  0.61656
N  -0.44486  -2.85523  1.60164
N  2.29724  1.79148  0.98529
N  0.73664  0.38929  -0.56018
N  -1.53937  -0.84649  -0.29607
O  -4.21790  1.64590  0.64194
O  -4.77281  0.09105  -0.90312
O  0.59734  -2.44088  -0.46243
H  -2.62622  -0.09418  2.54756
H  -0.32442  1.13698  1.82757
H  -2.40149  -0.43687  -2.22151
H  -1.03554  -1.75440  -2.12980
H  -2.48384  -2.28355  -1.37737
H  0.56527  -0.32098  -2.65444
H  1.95055  0.55843  -2.05732
H  2.28651  2.78817  1.04868
H  -1.05567  -2.78920  2.34289
H  1.93354  1.52568  1.92740
H  3.26153  1.51778  1.05542
H  1.43427  0.96278  0.18269

Frontier orbital gap (alpha / beta): 8.3252 / 8.3244 eV
E_LUMO (alpha / beta): -4.43 / -4.43 eV
Molar mass: 214.2 g/mol
Net charge: +1

***

two.
# C7H12N5O3

A gas-phase ion, C7H12N5O3 (charge +1) (wB97M-V/def2-TZVPD, OMol25).

Geometry (Å):
C  3.01991  -0.29410  -1.18298
C  1.46640  -0.35868  -0.98683
C  0.38821  -1.04061  -1.62229
C  -0.74695  -0.82537  -0.74793
C  -2.16671  -1.28043  -0.79126
N  -0.35308  0.04778  0.22238
C  -0.96533  0.50462  1.37183
N  -1.69181  1.62855  1.37786
N  -1.06793  -0.46897  2.29990
N  0.94105  0.32048  0.05292
C  1.31355  1.32705  1.13885
O  1.71999  0.98223  2.26120
N  3.41895  0.88624  2.25293
O  3.79218  1.12092  1.18930
O  3.92298  0.65420  3.27003
H  3.64423  -0.16090  -0.36488
H  3.30007  -1.13144  -1.80065
H  3.15472  0.60701  -1.69633
H  0.58703  -1.55005  -2.52019
H  -2.47105  -1.29666  0.25663
H  -2.97464  -0.53548  -1.11546
H  -2.19528  -2.21896  -1.30318
H  -1.54704  2.23483  0.57809
H  -2.18317  2.03605  2.23552
H  -0.39929  -1.27494  2.42899
H  -1.73682  -0.43574  2.95114
H  1.63507  2.19245  0.65850

Frontier orbital gap (alpha / beta): 6.5684 / 6.5859 eV
E_LUMO (alpha / beta): -4.00 / -3.99 eV
Molar mass: 214.2 g/mol
Net charge: +1
Structure (SMILES): CC1=CC(C)=[N+](C(N)=[NH2+])/[N+]1=C\ON([O-])[O-]

***

Going by the energies, one is most stable and the next is 136.8 kcal/mol up.

***

one.
# C4H14N3O

2 unconnected molecules or ions with the total composition C4H14N3O (wB97M-V/def2-TZVPD, OMol25).

Geometry (Å):
N  -1.10061  -1.88614  0.20483
C  -0.27282  -1.21422  -0.81094
N  0.35972  -2.20983  -1.53633
N  -0.99634  0.03802  -1.84904
H  -1.99222  -1.26062  0.14036
H  -1.42535  -2.75239  -0.23492
H  0.85463  -2.65302  -0.76587
H  -0.47570  -2.78109  -1.64765
H  -0.17719  -0.09722  -2.41281
H  -1.69323  -0.61826  -2.24642
C  1.83343  0.74658  1.21799
C  0.40480  1.03143  0.97445
C  0.08259  1.90889  -0.25174
O  -0.12458  1.61876  2.20141
H  2.00742  0.02787  2.02000
H  2.37410  1.62523  1.57608
H  2.24554  0.33676  0.27720
H  -0.19195  0.12417  0.83476
H  0.49102  1.43063  -1.14174
H  0.59603  2.86522  -0.15233
H  -1.00222  1.98695  -0.39929
H  -0.74165  2.38518  2.02654

Frontier orbital gap: 6.1118 eV
E_LUMO: -7.73 eV
Molar mass: 120.2 g/mol
Net charge: +1

***

two.
# C4H14N3O

2 unconnected molecules or ions with the total composition C4H14N3O (wB97M-V/def2-TZVPD, OMol25).

Geometry (Å):
C  -0.39184  -1.74606  2.20907
C  0.00545  -2.23338  0.80770
C  -0.67509  -1.34780  -0.27774
N  -0.26642  0.03890  -0.34553
C  0.75970  0.53829  -1.00536
N  1.75551  -0.21398  -1.57036
N  0.95399  1.84758  -0.80890
H  -1.37239  -2.10807  2.48020
H  0.19751  -2.09862  2.97016
H  -0.28728  -0.70105  2.33628
H  -0.33123  -3.26933  0.62286
H  1.03323  -2.20700  0.51957
H  -1.76438  -1.40035  -0.04606
H  -0.46401  -1.79805  -1.26712
H  -0.83449  0.71781  0.19526
H  1.78799  -1.20793  -1.49419
H  2.60880  0.14230  -2.00730
H  1.46686  2.20911  -1.56355
H  0.20577  2.47424  -0.43489
H  -1.15850  2.94225  1.25489
H  -2.51439  2.24519  0.94174
O  -1.73304  2.63572  0.52046

Frontier orbital gap: 11.1891 eV
E_LUMO: -2.99 eV
Molar mass: 120.2 g/mol
Net charge: +1

***

Going by the energies, two is most stable and the next is 163.9 kcal/mol up.